Entry 1:
Below is a structure of composition C6H9NO, with properties calculated with ωB97M-V/def2-TZVPD.

Calculated values
* Kohn-Sham gap: 10.11 eV
* LUMO: 1.0 eV
* F_max: 3.60 eV Å⁻¹
* energy above the lowest of the compared OMol25 structures with the same formula, charge and spin: 4.039 eV

The geometry in ORCA input format:
```
! RIJCOSX wB97M-V def2-TZVPD def2/J DEFGRID3
* xyz 0 1
C 1.612 0.214 0.360
C -0.153 -1.204 0.036
C -1.388 -0.469 -0.598
C -0.691 0.880 -0.823
C 0.236 0.939 0.431
C -0.585 -0.197 1.215
H 2.148 -0.059 1.251
H 2.168 0.781 -0.335
H 1.197 -0.962 -1.394
H -0.301 -2.251 0.214
H -2.087 -0.921 -1.395
H -0.278 1.278 -1.841
H -1.478 1.643 -0.490
H 0.459 2.130 0.778
H -0.205 -0.322 2.293
N 1.295 -1.147 -0.356
O -1.949 -0.331 0.655
*
```

Here are the Mulliken charges for atoms 1 to 2, given in e: -0.74, -0.50


Entry 2:
Below is a structure of composition C45H45N5O2SSiW, with properties calculated with ωB97M-V/def2-TZVPD.

Calculated values
* Kohn-Sham gap (spin up / spin down): 6.17 / 6.19 eV
* LUMO (spin up / spin down): -6.3 / -6.2 eV
* F_max: 1.16 eV Å⁻¹
* energy above the lowest of the compared OMol25 structures with the same formula, charge and spin: 1.448 eV

The geometry in ORCA input format:
```
! RIJCOSX wB97M-V def2-TZVPD def2/J DEFGRID3
* xyz 2 1
W 0.071 -0.022 0.205
C 4.512 0.811 -0.246
C 5.012 -0.420 -0.652
C 4.176 -1.513 -0.593
C 2.838 -1.378 -0.204
C 2.272 -0.128 0.098
C 3.185 0.935 0.118
C 2.030 -2.580 0.004
C 2.368 -3.838 -0.253
C 1.673 -5.032 0.289
C -0.296 -5.874 0.413
C -1.496 -6.423 0.311
C -2.813 -5.922 0.716
C -3.208 -4.660 0.557
C -2.337 -3.490 0.293
C -0.991 -3.436 -0.557
N 0.765 -2.244 0.741
H 5.163 1.676 -0.209
H 6.042 -0.533 -0.962
H 4.579 -2.490 -0.821
H 2.857 1.899 0.430
H 3.268 -4.008 -0.831
H 2.373 -5.634 0.868
H -1.551 -7.275 -0.365
H -3.567 -6.654 0.985
H -4.237 -4.399 0.793
H -2.159 -2.966 1.246
C -1.213 3.376 2.019
Si -1.122 3.180 0.141
C -2.469 4.457 -0.255
C -0.381 3.268 -1.591
N -1.375 1.323 0.156
C -2.735 0.886 0.251
C -3.844 1.720 0.412
C -5.123 1.193 0.461
C -5.325 -0.175 0.344
C -4.241 -1.026 0.185
C -2.982 -0.463 0.161
O -1.794 -1.200 -0.015
C -2.047 -2.456 -0.706
C -0.647 -4.269 -1.790
C 0.220 -5.277 -1.854
C 0.804 -5.960 -0.634
C 0.384 -4.691 1.099
C -0.093 -3.393 0.562
H -1.285 4.414 2.354
H -0.423 2.879 2.582
H -2.171 2.919 2.298
H -1.923 5.380 -0.490
H -3.155 4.682 0.565
H -3.053 4.224 -1.151
H -0.039 4.270 -1.867
H -1.204 3.034 -2.277
H 0.436 2.569 -1.763
H -3.719 2.787 0.502
H -5.966 1.859 0.585
H -6.326 -0.586 0.368
H -4.391 -2.085 0.061
H -1.071 -3.873 -2.703
H 0.479 -5.663 -2.833
H 1.240 -6.928 -0.873
H 0.464 -4.707 2.188
H 1.029 -2.145 1.723
O 0.963 2.806 0.595
S 1.952 3.915 1.044
C 1.141 5.557 1.076
C 1.558 6.324 -0.178
C 2.975 5.862 -0.497
C 2.940 4.341 -0.419
H 1.534 6.013 1.987
H 0.071 5.428 1.215
H 1.498 7.396 0.002
H 0.888 6.089 -1.005
H 3.680 6.264 0.234
H 3.313 6.183 -1.481
H 3.913 3.866 -0.324
H 2.395 3.892 -1.253
C 0.053 -0.011 5.174
C -1.124 -0.055 4.447
C -1.065 -0.034 3.068
N 0.094 0.042 2.392
C 1.235 0.099 3.106
C 1.252 0.066 4.486
H 0.036 -0.034 6.256
H -2.090 -0.105 4.931
H -1.971 -0.066 2.480
H 2.150 0.191 2.538
H 2.200 0.116 5.002
N 3.547 -0.168 -5.372
C 2.533 -0.182 -4.834
C 1.264 -0.182 -4.144
C 0.051 -0.167 -4.818
C -1.107 -0.159 -4.067
C -1.018 -0.178 -2.689
N 0.155 -0.199 -2.029
C 1.277 -0.191 -2.760
H 0.023 -0.156 -5.900
H -2.084 -0.139 -4.530
H -1.916 -0.159 -2.093
H 2.216 -0.191 -2.232
*
```

Here are the Mulliken charges for atoms 1 to 2, given in e: 1.70, -1.06


Entry 3:
Below is a cluster of 2 separate species, C16H23Cl2N2O2P in total, with properties calculated with ωB97M-V/def2-TZVPD.

Calculated values
* Kohn-Sham gap: 4.11 eV
* LUMO: -2.1 eV
* F_max: 2.65 eV Å⁻¹
* structure (SMILES): CC(C)(C)N1C=CN(C(C)(C)C)P1.O=C1C=C(Cl)C(=O)C=C1Cl
* energy above the lowest of the compared OMol25 structures with the same formula, charge and spin: 0.000 eV

The geometry in ORCA input format:
```
! RIJCOSX wB97M-V def2-TZVPD def2/J DEFGRID3
* xyz 0 1
C 1.473 1.569 5.189
C -0.046 1.556 5.356
C -0.363 1.687 6.851
C -0.699 2.696 4.584
N -0.565 0.287 4.826
C -0.028 -0.917 5.202
C -0.871 -1.971 4.937
N -2.046 -1.567 4.359
C -3.228 -2.441 4.332
C -2.804 -3.808 3.800
C -4.268 -1.797 3.424
C -3.797 -2.625 5.744
P -2.116 0.130 4.111
H 1.747 1.423 4.137
H 1.854 2.548 5.507
H 1.956 0.800 5.807
H -1.443 1.667 7.035
H 0.112 0.886 7.433
H 0.030 2.648 7.208
H -1.780 2.745 4.766
H -0.264 3.636 4.934
H -0.496 2.617 3.510
H 0.930 -0.958 5.712
H -0.716 -3.015 5.190
H -2.118 -4.317 4.491
H -3.697 -4.436 3.696
H -2.334 -3.704 2.815
H -4.642 -0.854 3.840
H -3.870 -1.641 2.416
H -5.120 -2.478 3.352
H -4.102 -1.668 6.182
H -4.682 -3.272 5.685
H -3.069 -3.104 6.412
H -1.663 0.128 2.733
O -1.229 -2.135 0.305
C -0.459 -1.171 0.231
C 0.983 -1.306 -0.002
C 1.848 -0.266 0.001
Cl 3.540 -0.487 -0.136
C 1.399 1.159 0.168
O 2.156 2.134 0.229
C -0.063 1.296 0.251
C -0.918 0.255 0.355
Cl -2.621 0.475 0.419
H 1.376 -2.301 -0.193
H -0.473 2.302 0.242
*
```

Here are the Mulliken charges for atoms 1 to 2, given in e: -1.56, 1.24